100
Properties=species:S:1:pos:R:3:mulliken_charge:R:1 method="wB97M-V/def2-TZVPD" lumo_ev=-7.95 homo_energy_ev=-10.0 charge=+2
C 3.06 -1.52 0.41 -0.19
C 2.12 -0.69 -0.67 0.24
O 0.78 -0.58 -0.06 0.12
C -0.24 -0.22 -1.09 -1.00
C -0.65 -1.62 -1.84 0.42
C -0.41 -1.83 -3.47 0.59
C 0.24 -0.72 -4.48 -0.54
C -0.48 0.76 -4.45 -0.60
C -2.06 0.76 -4.02 -0.38
N -2.93 -0.23 -4.77 -0.58
C -0.82 -3.30 -4.16 -0.20
F -0.61 -3.59 -5.62 -0.34
C -1.43 -4.52 -3.25 0.27
C -1.68 -4.22 -1.66 0.64
C -1.32 -2.82 -0.89 0.79
C -1.62 -2.67 0.71 -0.66
Br -3.64 -2.71 0.95 -0.07
C -0.91 -3.82 1.65 0.59
C -1.72 -3.82 3.11 -1.10
C -2.31 -5.65 -1.13 -0.22
O -3.04 -5.90 -0.01 -0.60
N -1.87 -6.68 -2.19 0.09
C -0.54 -7.39 -1.84 0.19
O 0.29 -7.79 -2.84 -0.41
N -0.08 -7.67 -0.43 -0.07
C -0.73 -8.90 0.17 0.51
O -2.05 -9.00 0.45 -0.45
F 0.09 -10.11 0.57 -0.17
C -1.88 -6.05 -3.61 -0.16
O -2.18 -6.64 -4.78 -0.50
H 2.60 -2.56 0.66 0.31
H 4.11 -1.73 -0.10 0.35
H 3.27 -0.86 1.37 -0.14
H 2.13 -1.33 -1.67 -0.53
H 2.57 0.37 -0.89 0.22
H 0.26 0.59 -1.77 -0.06
H -1.20 0.28 -0.61 0.46
H 0.19 -1.15 -5.60 0.36
H 1.40 -0.61 -4.25 0.04
H -0.43 1.17 -5.57 0.38
H 0.21 1.49 -3.83 0.29
H -2.48 1.84 -4.30 0.41
H -2.22 0.68 -2.84 0.09
H -3.77 0.31 -5.13 0.30
H -3.35 -0.84 -4.01 0.22
H -1.28 -1.63 1.16 0.59
H -0.90 -4.89 1.16 -0.49
H 0.23 -3.55 1.86 0.18
H -2.69 -4.48 3.09 0.29
H -1.01 -4.24 3.97 0.36
H -1.92 -2.68 3.38 0.33
H -0.13 -6.84 0.19 0.41
O -3.30 0.35 2.28 -0.73
H -4.04 -0.19 2.04 0.18
Mg 2.36 0.34 1.84 0.20
Br 3.59 -2.71 -2.58 -0.10
C 5.09 -2.44 -3.79 -0.59
C 5.90 -1.23 -3.40 -0.59
Br 5.00 0.42 -3.93 -0.13
H 4.68 -2.38 -4.80 0.39
H 5.70 -3.35 -3.71 0.38
H 6.86 -1.21 -3.93 0.38
H 6.09 -1.16 -2.33 0.33
Cl 2.41 3.65 4.98 -0.07
C 1.71 5.21 4.49 -0.41
C 1.05 5.14 3.13 0.17
Cl 2.23 4.92 1.81 -0.21
H 2.51 5.96 4.52 0.34
H 0.97 5.48 5.25 0.14
H 0.52 6.07 2.92 -0.25
H 0.32 4.32 3.08 0.33
C -3.32 -9.40 -7.13 0.32
Cl -4.97 -9.99 -6.87 -0.11
Cl -2.14 -10.54 -6.47 -0.12
Cl -3.03 -9.11 -8.85 -0.10
H -3.22 -8.45 -6.60 0.02
C 5.30 2.53 6.71 0.91
O 4.65 3.51 7.04 -0.46
O 6.53 2.41 6.83 -0.39
O 4.83 1.50 6.22 -0.70
C -1.82 9.75 3.40 -0.24
C -1.65 9.82 1.90 -0.66
C -0.87 8.56 1.61 -0.42
O -1.25 7.60 2.60 -0.39
C -1.99 8.27 3.63 -0.13
H -2.65 10.35 3.78 0.31
H -0.90 10.10 3.89 0.10
H -2.64 9.77 1.42 0.27
H -1.15 10.73 1.55 0.34
H 0.21 8.73 1.70 0.26
H -1.07 8.16 0.61 0.32
H -3.04 7.97 3.53 0.26
H -1.63 7.95 4.61 -0.04
Na 2.93 0.96 6.69 0.93
Ca -3.37 -8.05 -1.97 1.35
C 0.05 9.97 7.11 -0.36
Cl -0.03 8.26 6.67 -0.10
Cl -1.47 10.80 6.74 -0.13
H 0.24 10.05 8.19 0.35
H 0.86 10.44 6.56 0.26


80
Properties=species:S:1:pos:R:3:mulliken_charge:R:1 method="wB97M-V/def2-TZVPD" lumo_ev="-7.55 / -5.67" homo_energy_ev="-13.2 / -13.2" multiplicity=6 charge=+2
Dy 0.24 0.31 -0.09 -0.06
N 0.16 2.07 -1.81 -0.07
C -0.64 2.00 -3.05 0.83
C -0.36 3.02 -3.96 -0.83
C -1.07 3.19 -5.13 -0.69
C -2.11 2.33 -5.39 -0.93
C -2.38 1.30 -4.51 -1.54
C -1.66 1.06 -3.33 0.88
C -2.07 -0.11 -2.50 0.91
C -2.91 -1.08 -3.09 -0.98
C -3.49 -2.09 -2.35 -0.90
C -3.24 -2.20 -1.00 -1.21
C -2.31 -1.34 -0.43 -0.63
C -1.70 -0.27 -1.14 1.28
H 1.07 2.45 -2.10 0.41
H -0.27 2.84 -1.28 0.19
H 0.43 3.73 -3.72 0.43
H -0.83 4.00 -5.80 0.45
H -2.72 2.45 -6.27 0.44
H -3.23 0.68 -4.74 0.45
H -3.10 -1.07 -4.15 0.50
H -4.14 -2.80 -2.84 0.44
H -3.72 -2.95 -0.40 0.49
H -2.07 -1.48 0.64 0.28
C 0.58 -2.34 4.19 -1.31
Sb 1.00 -1.33 2.34 0.60
C 3.12 -1.11 2.65 -0.99
C 1.00 -3.10 1.01 -1.07
C 2.35 -3.71 0.90 0.43
C 2.82 -4.43 1.99 -0.49
C 4.08 -5.01 1.98 -0.66
C 4.89 -4.86 0.87 -0.75
C 4.43 -4.15 -0.22 -0.77
C 3.16 -3.58 -0.24 0.85
C 2.70 -2.88 -1.48 -1.62
Sb 2.78 -0.71 -1.37 0.69
C 4.91 -0.58 -1.16 -1.27
C 2.69 -0.49 -3.50 -1.34
H 1.48 -2.85 4.52 0.40
H -0.22 -3.06 4.04 0.46
H 0.27 -1.62 4.95 0.40
H 3.58 -2.10 2.71 0.28
H 3.29 -0.58 3.59 0.47
H 3.59 -0.54 1.85 0.23
H 0.57 -2.79 0.05 0.26
H 0.31 -3.80 1.48 0.62
H 2.18 -4.56 2.85 0.43
H 4.42 -5.57 2.84 0.44
H 5.87 -5.31 0.85 0.44
H 5.06 -4.06 -1.10 0.43
H 1.68 -3.15 -1.76 0.68
H 3.36 -3.13 -2.31 0.65
H 5.33 -1.09 -2.02 0.39
H 5.24 -1.08 -0.26 0.39
H 5.24 0.45 -1.16 0.46
H 3.43 -1.16 -3.93 0.48
H 2.92 0.53 -3.81 0.40
H 1.70 -0.76 -3.87 0.40
C -3.00 4.71 2.12 -1.02
N -2.10 4.20 3.15 0.21
C -2.81 3.22 3.96 -0.96
N -3.33 2.13 3.15 0.20
C -4.21 2.67 2.13 -0.98
N -3.53 3.64 1.29 0.17
C -2.53 3.05 0.45 -0.97
P -1.13 2.24 1.45 1.26
C -0.87 3.71 2.62 -1.12
C -2.30 1.30 2.61 -0.78
H -2.47 5.43 1.49 0.39
H -3.84 5.21 2.61 0.31
H -3.64 3.72 4.45 0.31
H -2.13 2.83 4.72 0.38
H -5.05 3.16 2.62 0.29
H -4.59 1.85 1.51 0.39
H -2.11 3.84 -0.18 0.57
H -2.99 2.28 -0.19 0.44
H -0.37 4.51 2.06 0.46
H -0.23 3.39 3.44 0.44
H -1.71 0.88 3.44 0.50
H -2.76 0.48 2.04 0.37


91
Properties=species:S:1:pos:R:3:mulliken_charge:R:1 method="wB97M-V/def2-TZVPD" lumo_ev="-9.23 / -11.21" homo_energy_ev="-15.8 / -15.8" multiplicity=2 charge=+3
Sn 0.81 -0.94 0.02 1.39
C 5.06 -1.00 2.60 -1.76
C 4.17 -0.11 1.79 0.40
N 3.30 0.60 2.36 0.94
N 2.55 1.37 2.85 -1.06
C 1.09 0.95 2.83 0.29
O 0.68 0.65 1.72 0.51
C 0.42 1.08 4.07 0.50
C 1.09 1.59 5.21 -0.26
C 0.42 1.63 6.41 -0.93
C -0.89 1.18 6.49 -0.37
C -1.55 0.68 5.37 -0.90
C -0.90 0.62 4.16 -0.27
C 4.25 0.05 0.31 0.70
C 5.50 0.14 -0.27 -0.67
C 5.58 0.42 -1.63 -0.55
C 4.41 0.60 -2.34 -0.94
C 3.20 0.46 -1.68 -0.27
N 3.10 0.18 -0.38 0.10
H 4.63 -1.21 3.58 0.38
H 5.22 -1.93 2.06 0.42
H 6.02 -0.49 2.73 0.58
H 2.10 1.97 5.13 0.53
H 0.92 2.02 7.29 0.46
H -1.41 1.22 7.44 0.44
H -2.57 0.33 5.46 0.47
H -1.39 0.22 3.29 0.37
H 6.40 0.03 0.33 0.46
H 6.55 0.52 -2.11 0.47
H 4.43 0.84 -3.39 0.51
H 2.26 0.58 -2.21 0.49
F 2.48 -2.13 1.52 -0.40
P 1.66 -2.83 2.84 1.35
F 1.22 -4.01 1.84 -0.29
F 0.32 -1.96 2.32 -0.34
F 2.09 -1.52 3.68 -0.36
F 2.99 -3.58 3.23 -0.35
F 0.82 -3.41 4.03 -0.37
O 0.07 0.60 -1.25 -0.60
P -1.24 1.24 -1.77 -0.90
N -2.60 0.51 -1.21 0.25
C -2.88 -0.89 -1.57 0.31
C -4.15 -1.17 -0.77 -0.88
C -3.90 -0.45 0.56 -0.70
C -2.86 0.64 0.25 0.30
N -1.25 2.76 -1.22 0.74
C -0.23 3.44 -0.40 0.35
C -1.05 4.49 0.34 -0.74
C -2.06 4.95 -0.71 -0.82
C -2.39 3.68 -1.51 -0.40
N -1.31 1.08 -3.38 0.44
C -0.12 1.38 -4.21 -0.34
C -0.67 1.40 -5.64 -0.72
C -2.10 1.91 -5.46 -0.77
C -2.56 1.22 -4.18 -0.50
H -2.06 -1.55 -1.23 -0.36
H -3.00 -1.01 -2.64 0.30
H -4.36 -2.23 -0.66 0.38
H -5.00 -0.72 -1.29 0.33
H -3.51 -1.14 1.32 0.29
H -4.82 -0.02 0.96 0.41
H -1.93 0.47 0.82 -0.63
H -3.20 1.64 0.48 0.27
H 0.52 3.91 -1.03 0.30
H 0.27 2.72 0.26 -0.60
H -0.43 5.30 0.72 0.48
H -1.56 4.03 1.20 0.22
H -1.60 5.69 -1.37 0.35
H -2.95 5.40 -0.28 0.38
H -2.47 3.88 -2.58 0.20
H -3.33 3.22 -1.18 0.40
H 0.65 0.62 -4.07 0.05
H 0.30 2.36 -3.95 0.32
H -0.67 0.40 -6.07 0.31
H -0.07 2.04 -6.29 0.42
H -2.74 1.67 -6.30 0.41
H -2.10 3.00 -5.33 0.29
H -2.97 0.24 -4.40 0.37
H -3.31 1.79 -3.64 0.39
C -1.31 -5.04 0.79 -1.02
C -0.62 -5.05 -0.49 0.30
N -0.03 -3.99 -1.10 0.23
C 0.48 -4.46 -2.23 -0.08
C 0.21 -5.88 -2.35 -0.52
N -0.46 -6.19 -1.26 0.07
H -1.58 -4.03 1.07 0.07
H -0.63 -5.42 1.56 0.33
H -2.19 -5.69 0.77 0.51
H 1.02 -3.86 -2.94 0.48
H 0.47 -6.58 -3.13 0.41
H -0.80 -7.11 -1.01 0.24